(1)
Molecular formula: C38H28Cl3N5O4PSr
Method: DFT, ωB97M-V with the def2-TZVPD basis set

Output
- HOMO: -0.166 Ha
- LUMO energy: 0.0867 hartree
- Kohn-Sham gap: 6.866 eV

ORCA input file:
```
! wB97M-V def2-TZVPD RIJCOSX def2/J DEFGRID3
* xyz -1 1
Sr -1.2091 -0.7532 0.9336
Cl -0.3093 1.3808 7.8688
C -0.0190 0.6817 6.3104
C -0.9171 0.9273 5.2847
C -0.6912 0.4091 4.0199
N -1.5531 0.6076 2.9626
C -1.2261 1.3896 1.9816
O -1.8750 1.3713 0.9041
C 0.0407 2.1874 2.0217
C 0.6872 2.4125 0.8067
C 1.8987 3.0743 0.8043
C 2.4382 3.4620 2.0212
C 1.7255 3.1748 3.1746
N 0.5538 2.5674 3.1832
C 0.4286 -0.4265 3.7840
C 1.3177 -0.6579 4.8321
C 1.1006 -0.0990 6.0783
Cl 2.2533 -0.3867 7.3417
N 0.4950 -1.0577 2.5690
C 1.6328 -1.5153 2.0637
O 2.7926 -1.2225 2.3688
C 1.4071 -2.5603 0.9996
C 2.5013 -3.3248 0.5898
C 2.2846 -4.4111 -0.2307
C 0.9888 -4.6820 -0.6466
C -0.0228 -3.8234 -0.2540
N 0.1738 -2.7950 0.5572
H -1.7876 1.5375 5.4681
H 0.2117 2.0764 -0.1016
H 2.4092 3.2803 -0.1272
H 3.3808 3.9847 2.0702
H 2.1038 3.4531 4.1493
H 2.1801 -1.2823 4.6616
H 3.4875 -3.0457 0.9309
H 3.1024 -5.0375 -0.5582
H 0.7718 -5.5307 -1.2751
H -1.0356 -3.9696 -0.6027
N -3.7432 -1.1970 0.1976
C -3.7850 -1.6639 -1.1854
C -2.3656 -1.5370 -1.8284
O -2.1544 -2.0927 -2.9032
O -1.5382 -0.8701 -1.1611
H -4.5878 -1.4764 0.6912
H -3.7191 -0.1780 0.2031
H -4.4938 -1.0966 -1.8071
H -4.0754 -2.7178 -1.2137
Cl -0.1574 1.3803 -2.5717
C -0.1655 0.6219 -4.1100
C -0.5931 1.3097 -5.2320
C -0.6167 0.6656 -6.4577
C -0.2382 -0.6634 -6.5446
C 0.1899 -1.3412 -5.4162
C 0.2506 -0.7069 -4.1811
P 0.7778 -1.4611 -2.5903
C 1.5173 -3.0039 -3.2575
C 2.8687 -3.3273 -3.2231
C 3.3019 -4.5642 -3.6724
C 2.3952 -5.4930 -4.1537
C 1.0411 -5.1903 -4.1600
C 0.6046 -3.9619 -3.7022
C 2.3149 -0.4569 -2.3741
C 2.6477 -0.0858 -1.0770
C 3.8120 0.6150 -0.8151
C 4.6498 0.9713 -1.8584
C 4.3119 0.6314 -3.1596
C 3.1524 -0.0781 -3.4193
H -0.9105 2.3364 -5.1377
H -0.9400 1.1998 -7.3397
H -0.2764 -1.1805 -7.4936
H 0.4630 -2.3826 -5.4968
H 3.5877 -2.6186 -2.8364
H 4.3574 -4.8039 -3.6511
H 2.7367 -6.4553 -4.5111
H 0.3226 -5.9182 -4.5122
H -0.4497 -3.7178 -3.6680
H 1.9815 -0.3490 -0.2639
H 4.0630 0.8700 0.2044
H 5.5674 1.5103 -1.6607
H 4.9670 0.9154 -3.9727
H 2.8951 -0.3422 -4.4363
*
```

Mulliken population analysis, charges in e, atoms 1 to 2:
1 Sr 2.10
2 Cl -0.26

(2)
Molecular formula: C38H28Cl3N5O4PSr
Method: DFT, ωB97M-V with the def2-TZVPD basis set

Output
- HOMO: -0.157 Ha
- LUMO energy: 0.0856 hartree
- Kohn-Sham gap: 6.595 eV

ORCA input file:
```
! wB97M-V def2-TZVPD RIJCOSX def2/J DEFGRID3
* xyz -1 1
Sr -0.1183 -0.0232 -0.2218
Cl 0.2074 0.6985 -7.3980
C 0.3033 1.0567 -5.6984
C 0.0663 0.0494 -4.7820
C 0.1134 0.2738 -3.4005
N -0.1880 -0.7091 -2.4582
C -0.2874 -1.9980 -2.7826
O 0.0063 -2.5868 -3.8375
C -0.8489 -2.8630 -1.6669
C -0.9965 -4.2280 -1.9057
C -1.5059 -5.0413 -0.9128
C -1.8838 -4.4615 0.2903
C -1.7317 -3.0923 0.4365
N -1.2177 -2.3050 -0.5112
C 0.4120 1.5955 -2.9372
C 0.6670 2.5866 -3.8957
C 0.6160 2.3278 -5.2537
Cl 0.9571 3.6169 -6.3720
N 0.4336 1.8234 -1.5574
C 0.7457 3.0127 -1.0373
O 1.0434 4.0885 -1.5817
C 0.7535 3.0343 0.4838
C 0.9113 4.2655 1.1210
C 1.0130 4.3021 2.4983
C 0.9617 3.1069 3.2063
C 0.7784 1.9328 2.4985
N 0.6687 1.8940 1.1697
H -0.1538 -0.9410 -5.1417
H -0.6958 -4.6067 -2.8714
H -1.6070 -6.1084 -1.0689
H -2.2917 -5.0502 1.1012
H -2.0265 -2.6063 1.3604
H 0.9099 3.5797 -3.5631
H 0.9633 5.1530 0.5082
H 1.1349 5.2449 3.0175
H 1.0570 3.0863 4.2836
H 0.7002 0.9770 3.0067
N -2.4467 0.7759 0.0798
C -2.6653 0.8533 1.5319
C -1.8982 -0.2944 2.2457
O -2.4536 -0.8586 3.1941
O -0.7456 -0.5376 1.7750
H -2.8034 1.5979 -0.3905
H -2.9510 -0.0260 -0.2881
H -3.7172 0.8140 1.8218
H -2.2416 1.7895 1.9056
Cl 3.2265 0.5676 0.1281
C 4.4078 -0.6798 -0.0716
C 5.7350 -0.3455 -0.2831
C 6.6719 -1.3561 -0.4252
C 6.2777 -2.6835 -0.3564
C 4.9456 -3.0057 -0.1453
C 3.9854 -2.0090 0.0030
P 2.1900 -2.3107 0.2878
C 2.1535 -2.2296 2.1211
C 0.9836 -2.6707 2.7419
C 0.8185 -2.5508 4.1101
C 1.8235 -1.9827 4.8796
C 2.9901 -1.5422 4.2740
C 3.1565 -1.6614 2.9006
C 2.1563 -4.1185 -0.0391
C 2.1230 -4.4777 -1.3877
C 2.1515 -5.8105 -1.7650
C 2.1898 -6.8037 -0.7969
C 2.2131 -6.4561 0.5464
C 2.2046 -5.1208 0.9256
H 6.0245 0.6955 -0.3387
H 7.7111 -1.1033 -0.5923
H 7.0101 -3.4729 -0.4691
H 4.6451 -4.0439 -0.0971
H 0.1947 -3.0965 2.1390
H -0.1118 -2.8602 4.5683
H 1.6939 -1.8735 5.9493
H 3.7743 -1.0976 4.8751
H 4.0726 -1.3056 2.4469
H 2.0693 -3.7023 -2.1464
H 2.1242 -6.0714 -2.8158
H 2.1990 -7.8468 -1.0891
H 2.2481 -7.2296 1.3042
H 2.2398 -4.8615 1.9757
*
```

Mulliken population analysis, charges in e, atoms 1 to 2:
1 Sr 2.90
2 Cl -0.26

Energies in kJ/mol, measured from the most stable structure: (1) 160.1; (2) 0.0.

(1)
Molecular formula: C2H6
Method: DFT, ωB97M-V with the def2-TZVPD basis set

Output
- HOMO: -0.408 Ha
- LUMO energy: 0.0448 hartree
- Kohn-Sham gap: 12.325 eV

ORCA input file:
```
! wB97M-V def2-TZVPD RIJCOSX def2/J DEFGRID3
* xyz 0 1
C -0.2589 -0.5084 0.5246
C 0.2302 0.4774 -0.5161
H -1.1875 -0.4374 0.4984
H -0.0080 -1.4987 0.2053
H 0.4517 -0.1712 1.6684
H -0.1616 0.4107 -1.3904
H 1.3092 0.3567 -0.6998
H -0.2312 1.5257 -0.3327
*
```

Mulliken population analysis, charges in e, atoms 1 to 2:
1 C -0.79
2 C -1.00

(2)
Molecular formula: C2H6
Method: DFT, ωB97M-V with the def2-TZVPD basis set

Output
- HOMO: -0.413 Ha
- LUMO energy: 0.0475 hartree
- Kohn-Sham gap: 12.534 eV

ORCA input file:
```
! wB97M-V def2-TZVPD RIJCOSX def2/J DEFGRID3
* xyz 0 1
C 0.7574 -0.1147 -0.1814
C -0.8000 0.0459 0.0947
H 1.4599 -0.1501 0.7238
H 0.9312 -1.0415 -0.7325
H 1.1745 0.8778 -0.4995
H -1.4317 -0.1887 -0.7323
H -1.0723 1.1784 0.4131
H -1.0190 -0.6069 0.9142
*
```

Mulliken population analysis, charges in e, atoms 1 to 2:
1 C -0.79
2 C -0.73

Energies in kJ/mol, measured from the most stable structure: (1) 161.8; (2) 0.0.

(1)
Molecular formula: C2H5PSi
Method: DFT, ωB97M-V with the def2-TZVPD basis set

Output
- HOMO: -0.272 Ha
- LUMO energy: -0.0189 hartree
- Kohn-Sham gap: 6.879 eV

ORCA input file:
```
! wB97M-V def2-TZVPD RIJCOSX def2/J DEFGRID3
* xyz 0 1
C -0.5241 -0.0719 0.2061
C 0.1323 -1.0733 0.8025
Si 0.7127 1.4357 0.1752
P 1.6931 -0.5424 0.2898
H -2.3227 -0.9649 -1.9681
H -0.0445 -2.0691 1.3321
H 1.0864 2.4186 -0.9041
H 0.9777 1.9750 1.4673
H -1.7108 -1.1076 -1.4007
*
```

Mulliken population analysis, charges in e, atoms 1 to 2:
1 C -0.25
2 C -0.10

(2)
Molecular formula: C2H5PSi
Method: DFT, ωB97M-V with the def2-TZVPD basis set

Output
- HOMO: -0.301 Ha
- LUMO energy: 0.0055 hartree
- Kohn-Sham gap: 8.326 eV

ORCA input file:
```
! wB97M-V def2-TZVPD RIJCOSX def2/J DEFGRID3
* xyz 0 1
Si 1.4294 -0.6992 -0.1294
C -0.0300 0.2013 0.7281
P -1.5308 -0.6634 0.1229
C -0.3930 0.4778 -0.6842
H 1.2704 -2.1143 -0.2496
H 2.6641 0.0271 -0.5903
H -0.1802 1.0603 1.5434
H -2.3351 0.4316 0.3733
H -0.8948 1.2788 -1.1142
*
```

Mulliken population analysis, charges in e, atoms 1 to 2:
1 Si 0.32
2 C -0.23

Energies in kJ/mol, measured from the most stable structure: (1) 143.4; (2) 0.0.

(1)
Molecular formula: C3H7O
Method: DFT, ωB97M-V with the def2-TZVPD basis set

Output
- HOMO: -0.075 Ha
- LUMO energy: 0.1587 hartree
- Kohn-Sham gap: 6.363 eV

ORCA input file:
```
! wB97M-V def2-TZVPD RIJCOSX def2/J DEFGRID3
* xyz -1 1
C 1.3420 0.3877 -0.0310
O 0.7385 0.3292 -1.1415
C 2.6839 0.3391 0.2557
C -2.3848 -0.4322 -0.1496
H 0.6979 0.5005 0.8810
H 3.4142 0.2260 -0.5401
H 3.0251 0.4002 1.2821
H -2.6811 -1.4537 0.0933
H -1.6302 -0.4434 -0.9360
H -3.2706 0.1274 -0.4461
H -1.9350 0.0191 0.7322
*
```

Mulliken population analysis, charges in e, atoms 1 to 2:
1 C 0.03
2 O -0.73

(2)
Molecular formula: C3H7O
Method: DFT, ωB97M-V with the def2-TZVPD basis set

Output
- HOMO: -0.037 Ha
- LUMO energy: 0.1743 hartree
- Kohn-Sham gap: 5.759 eV

ORCA input file:
```
! wB97M-V def2-TZVPD RIJCOSX def2/J DEFGRID3
* xyz -1 1
O 2.0418 -1.2231 1.0562
H 2.3306 -0.4097 0.6069
C -1.1391 1.0032 0.7229
C -0.4512 0.6325 -0.4249
C -0.4220 -0.5042 -1.2296
H -1.3661 2.0243 1.0115
H 1.0868 -1.0358 1.0329
H -1.5561 0.2146 1.3387
H 0.0412 1.4302 -0.9875
H 0.0869 -0.6073 -2.1904
H -0.6526 -1.5247 -0.9366
*
```

Mulliken population analysis, charges in e, atoms 1 to 2:
1 O -0.75
2 H 0.34

Energies in kJ/mol, measured from the most stable structure: (1) 0.0; (2) 130.0.

(1)
Molecular formula: C15H21N3O2S
Method: DFT, ωB97M-V with the def2-TZVPD basis set

Output
- HOMO: -0.291 Ha
- LUMO energy: 0.0037 hartree
- Kohn-Sham gap: 8.011 eV

ORCA input file:
```
! wB97M-V def2-TZVPD RIJCOSX def2/J DEFGRID3
* xyz 0 1
C 3.5422 0.2241 -6.9660
C 2.9202 0.0684 -5.6146
C 3.7090 -0.0226 -4.4727
C 3.1335 -0.1892 -3.2300
C 1.7476 -0.2522 -3.0932
C 1.1995 -0.4323 -1.7297
O 1.8401 -0.9494 -0.8285
N -0.0733 0.0451 -1.5510
C -0.8370 0.0283 -0.3928
S -2.3058 0.7833 -0.4418
N -0.3440 -0.6184 0.6622
C -0.9902 -0.6071 1.9463
C -0.5679 0.6433 2.7624
N -1.2453 0.9005 3.9988
C -1.0254 -0.0060 5.1068
C -2.0923 -1.1055 5.2123
O -3.3869 -0.5486 5.2624
C -3.6492 0.2231 4.1088
C -2.6223 1.3530 3.9451
C 0.9530 -0.1757 -4.2357
C 1.5386 -0.0206 -5.4767
H 4.4989 0.7359 -6.8972
H 2.8879 0.7792 -7.6339
H 3.7167 -0.7582 -7.4064
H 4.7839 0.0355 -4.5615
H 3.7431 -0.2660 -2.3424
H -0.5237 0.5286 -2.3176
H 0.6152 -0.9533 0.5759
H -2.0686 -0.5820 1.7732
H -0.7192 -1.5239 2.4729
H 0.5031 0.5682 2.9791
H -0.7219 1.5165 2.1210
H -0.0326 -0.4498 5.0230
H -1.0670 0.5908 6.0265
H -1.9693 -1.6687 6.1395
H -2.0211 -1.7987 4.3596
H -4.6490 0.6388 4.2452
H -3.6553 -0.4297 3.2230
H -2.7958 1.8753 3.0043
H -2.7609 2.0594 4.7729
H -0.1218 -0.2706 -4.1731
H 0.9135 0.0310 -6.3564
*
```

Mulliken population analysis, charges in e, atoms 1 to 2:
1 C -1.41
2 C 0.89

(2)
Molecular formula: C15H21N3O2S
Method: DFT, ωB97M-V with the def2-TZVPD basis set

Output
- HOMO: -0.319 Ha
- LUMO energy: 0.0238 hartree
- Kohn-Sham gap: 9.318 eV

ORCA input file:
```
! wB97M-V def2-TZVPD RIJCOSX def2/J DEFGRID3
* xyz 0 1
C -3.4705 -1.3824 -1.5693
C -2.9447 -1.8706 -0.2246
C -3.0382 -0.8118 0.8969
C -4.4722 -0.6952 1.4148
C -2.4531 0.5022 0.4277
C -3.2517 1.5830 0.0772
C -2.7109 2.7592 -0.4117
C -1.3415 2.8809 -0.5592
C -0.5238 1.8259 -0.2034
C -1.0671 0.6456 0.2871
N -0.1602 -0.3804 0.6029
S 0.7278 -1.0259 -0.6750
O 0.9139 -2.4115 -0.3480
O 0.1385 -0.6734 -1.9299
C 2.2744 -0.2037 -0.5125
C 2.8299 0.7929 -1.3293
N 4.0099 1.1544 -0.8713
N 4.2347 0.4240 0.2161
C 5.4819 0.5371 0.9258
C 6.4487 -0.5711 0.5176
C 3.2176 -0.4155 0.4713
H -2.8310 -0.5949 -1.9604
H -4.4858 -1.0019 -1.4868
H -3.4700 -2.2030 -2.2826
H -1.9043 -2.1748 -0.3629
H -3.5071 -2.7526 0.0926
H -2.4350 -1.1695 1.7437
H -4.7659 -1.6334 1.8815
H -4.5482 0.0950 2.1586
H -5.1729 -0.4894 0.6109
H -4.3231 1.5066 0.1684
H -3.3626 3.5759 -0.6841
H -0.9099 3.7909 -0.9476
H 0.5476 1.8980 -0.3073
H -0.5397 -1.1320 1.1583
H 2.4082 1.2329 -2.2093
H 5.9005 1.5134 0.6747
H 5.2829 0.4928 1.9998
H 7.3877 -0.4587 1.0520
H 6.6448 -0.5192 -0.5500
H 6.0298 -1.5478 0.7471
H 3.2104 -1.0919 1.3004
*
```

Mulliken population analysis, charges in e, atoms 1 to 2:
1 C -1.24
2 C -0.34

(3)
Molecular formula: C15H21N3O2S
Method: DFT, ωB97M-V with the def2-TZVPD basis set

Output
- HOMO: -0.280 Ha
- LUMO energy: 0.0242 hartree
- Kohn-Sham gap: 8.290 eV

ORCA input file:
```
! wB97M-V def2-TZVPD RIJCOSX def2/J DEFGRID3
* xyz 0 1
C 4.2276 -1.4165 -5.1868
C 2.8027 -1.3824 -4.6558
O 2.8739 -1.3711 -3.2448
C 1.7222 -1.3261 -2.5168
C 0.4364 -1.3018 -3.0725
C -0.6951 -1.2506 -2.2813
C -0.5351 -1.2229 -0.9049
N -1.4676 -1.1621 0.1037
C -0.7776 -1.1360 1.2046
S -1.4042 -1.0119 2.8184
C -2.9937 -0.1748 2.5129
C -2.8461 0.9966 1.5417
N -1.5481 1.6239 1.6614
C -1.4105 2.4782 2.8255
C 0.0518 2.9089 2.9426
O 0.4884 3.5819 1.7855
C 0.3248 2.7683 0.6481
C -1.1315 2.3393 0.4711
N 0.5770 -1.1938 1.0068
C 0.7676 -1.2485 -0.3508
C 1.9000 -1.3017 -1.1354
H 4.7725 -0.5426 -4.8409
H 4.2177 -1.4256 -6.2730
H 4.7360 -2.3062 -4.8259
H 2.2493 -2.2672 -5.0008
H 2.2864 -0.4815 -5.0166
H 0.3131 -1.3241 -4.1434
H -1.6789 -1.2343 -2.7219
H -3.3179 0.1433 3.5034
H -3.6945 -0.9101 2.1216
H -3.6772 1.7029 1.7128
H -2.9248 0.6041 0.5263
H -1.6907 1.9190 3.7193
H -2.0524 3.3744 2.7463
H 0.1862 3.6055 3.7717
H 0.6711 2.0145 3.1106
H 0.6606 3.3598 -0.2051
H 0.9527 1.8684 0.7369
H -1.2106 1.6733 -0.3907
H -1.7549 3.2336 0.2928
H 1.2778 -1.2017 1.7276
H 2.8957 -1.3213 -0.7235
*
```

Mulliken population analysis, charges in e, atoms 1 to 2:
1 C -1.43
2 C -0.27

Energies in kJ/mol, measured from the most stable structure: (1) 0.0; (2) 106.7; (3) 77.0.